No. 1
# C26H49Cl14N3

A 10-piece molecular cluster, C26H49Cl14N3 overall (ωB97M-V with the def2-TZVPD basis set, the OMol25 dataset).

ΔE to the lowest compared entry with this formula, charge and spin = 286.54 kJ/mol
E_tot = -7626.9525 Eh
Molar mass = 900.0 u
SMILES = CCCC#N.CCCC#N.CCCC#N.ClCCCl.ClCCCl.ClCCCl.ClCCCl.ClCCCl.ClCCCl.ClCCCl
Highest occupied orbital energy = -10.5 eV
HOMO-LUMO gap = 10.5008 eV
Maximum force = 3.0 eV/Å

```
92
C26H49Cl14N3 ωB97M-V with the def2-TZVPD basis set
C 33.14654 3.13594 -27.59189
C 33.69797 1.79859 -28.03209
C 35.22460 1.76624 -28.14631
C 35.72912 2.62080 -29.25523
N 36.13577 3.31530 -30.08806
H 32.05722 3.15996 -27.62226
H 33.58862 3.96959 -28.13750
H 33.52254 3.41708 -26.60818
H 33.30375 1.41773 -28.97424
H 33.19463 1.11323 -27.35016
H 35.58409 0.75292 -28.32536
H 35.71585 2.17403 -27.26286
C 35.10658 -7.38103 -27.91819
C 33.90235 -7.81186 -27.01858
C 33.27728 -6.62171 -26.32633
C 32.80209 -5.61505 -27.26298
N 32.36033 -4.86951 -27.98251
H 34.86677 -6.86939 -28.85029
H 35.60244 -8.30201 -28.22485
H 35.83863 -6.81858 -27.33869
H 34.25311 -8.57725 -26.32630
H 33.06881 -8.14624 -27.63625
H 33.94086 -6.34491 -25.50710
H 32.35863 -7.00995 -25.88651
C 38.06992 7.38085 -26.90831
C 39.44761 6.89008 -26.50618
C 39.64521 6.64549 -25.03176
C 38.84890 5.44805 -24.57451
N 38.24372 4.53606 -24.19018
H 37.77494 8.29061 -26.38543
H 37.32117 6.64348 -26.61893
H 37.88393 7.53169 -27.97168
H 40.23057 7.56780 -26.84646
H 39.72267 6.00687 -27.08272
H 39.46616 7.51103 -24.39389
H 40.69699 6.38149 -24.92152
Cl 23.87441 8.02687 -27.12145
C 25.38117 7.99537 -28.13400
C 25.98893 6.63280 -28.07421
Cl 26.38314 6.03365 -26.47636
H 26.00561 8.80140 -27.74865
H 25.15380 8.30339 -29.15455
H 26.89489 6.67839 -28.67858
H 25.38851 5.91419 -28.63206
Cl 27.31480 -0.31306 -32.04092
C 28.07314 0.41157 -30.50262
C 27.41601 -0.05778 -29.18629
Cl 25.68467 0.17162 -29.32198
H 28.01368 1.49638 -30.59061
H 29.13287 0.15688 -30.48820
H 27.79397 0.47582 -28.31420
H 27.48362 -1.12093 -28.95553
Cl 37.04131 -4.02966 -33.66066
C 35.49799 -4.33810 -34.54392
C 34.22599 -3.81916 -33.80261
Cl 34.06125 -2.08829 -33.93617
H 35.48653 -5.42458 -34.63076
H 35.50895 -3.83481 -35.51070
H 34.30845 -4.07147 -32.74544
H 33.29945 -4.25415 -34.17731
Cl 32.12325 6.62919 -32.53824
C 32.88119 8.21131 -32.18155
C 33.11894 8.91808 -33.54528
Cl 34.28444 8.00543 -34.53332
H 33.85143 8.06490 -31.70688
H 32.22590 8.78359 -31.52490
H 33.51025 9.91584 -33.34665
H 32.16768 8.91737 -34.07745
Cl 38.61636 11.29111 -32.02895
C 40.21020 10.51800 -31.94060
C 40.14002 9.12078 -32.53573
Cl 41.77448 8.46157 -32.44014
H 40.47569 10.53316 -30.88353
H 40.95735 11.13163 -32.44392
H 39.84487 9.13065 -33.58496
H 39.51843 8.46129 -31.93008
Cl 34.59953 6.34430 -20.14359
C 33.09632 6.01583 -21.09996
C 32.63623 4.55374 -20.91132
Cl 32.11123 4.28682 -19.23326
H 33.26136 6.28893 -22.14220
H 32.40659 6.67266 -20.56994
H 33.44704 3.83817 -21.04792
H 31.80365 4.28775 -21.56260
Cl 40.09584 3.82658 -37.46453
C 39.38897 3.11970 -35.99399
C 39.18125 1.58821 -36.30684
Cl 37.91876 1.17016 -37.45819
H 38.44512 3.56912 -35.68534
H 40.10090 3.09852 -35.16888
H 38.88721 1.05578 -35.40232
H 40.05270 1.05573 -36.68783
```

No. 2
# C36H79ClN4OP

A 6-piece molecular cluster, C36H79ClN4OP overall (ωB97M-V with the def2-TZVPD basis set, the OMol25 dataset).

E_tot = -2514.5987 Eh
Molar mass = 650.5 u
Total charge = +1
Highest occupied orbital energy = -11.9 eV
HOMO-LUMO gap = 7.1142 eV
Maximum force = 2.1 eV/Å

```
122
C36H79ClN4OP ωB97M-V with the def2-TZVPD basis set
N 7.90703 5.14696 -3.54265
P 7.76027 3.63136 -3.83107
C 6.01693 3.08547 -4.11569
N 5.19966 3.68666 -3.30341
N 3.91213 3.42755 -3.39749
C 3.35446 2.57391 -4.26935
C 1.87164 2.43586 -4.24381
C 1.09979 3.60649 -4.82568
O -0.04201 3.81706 -4.59861
Cl 2.02938 4.64492 -5.90924
C 4.17694 1.90248 -5.12360
C 5.55217 2.14502 -5.08043
N 6.39948 1.47398 -5.89624
H 7.05578 5.68946 -3.55956
H 8.48493 3.23799 -4.97302
H 8.23549 2.86024 -2.75993
H 3.33438 3.93621 -2.74133
H 1.58319 1.54620 -4.79754
H 1.52888 2.30777 -3.21878
H 3.76222 1.20087 -5.82956
H 6.02418 1.23986 -6.80471
H 7.31854 1.87804 -6.00946
C -2.00022 -3.41963 -3.77029
C -2.02795 -1.89600 -3.81034
C -0.67683 -1.25596 -4.12039
C 0.44141 -1.61412 -3.13677
C 0.14917 -1.33807 -1.66428
C -0.12771 0.12138 -1.33299
H -1.34315 -3.77378 -2.97355
H -3.00053 -3.79753 -3.56444
H -1.65760 -3.85341 -4.71143
H -2.39647 -1.53102 -2.84643
H -2.74978 -1.55590 -4.55640
H -0.81528 -0.16909 -4.16208
H -0.35120 -1.55767 -5.12165
H 1.34926 -1.07020 -3.43395
H 0.68629 -2.67402 -3.23795
H 1.00597 -1.68364 -1.08078
H -0.70260 -1.93901 -1.33540
H 0.71800 0.75856 -1.61603
H -0.29180 0.24310 -0.26227
H -1.01779 0.48689 -1.84714
C 8.51532 3.97502 3.72661
C 8.65290 2.69286 2.91063
C 9.04762 2.93647 1.45494
C 8.04147 3.75893 0.64814
C 6.63069 3.17512 0.60070
C 6.56493 1.79791 -0.05455
H 7.72716 4.62189 3.33802
H 8.27040 3.75139 4.76471
H 9.44812 4.54153 3.71935
H 7.71796 2.12697 2.95811
H 9.41248 2.05721 3.37060
H 9.21358 1.97215 0.96531
H 10.01146 3.45258 1.42999
H 8.41794 3.86650 -0.37626
H 7.99034 4.77342 1.04894
H 5.99333 3.86900 0.04311
H 6.20913 3.11799 1.60672
H 6.95910 1.84543 -1.07351
H 5.53476 1.43914 -0.10642
H 7.14247 1.05359 0.49247
C -4.96503 2.46181 3.71239
C -4.14397 1.26941 3.23066
C -3.06475 1.64103 2.21546
C -3.58731 2.24722 0.91034
C -4.58266 1.36801 0.15539
C -3.99087 0.02651 -0.25999
H -5.51286 2.93307 2.89514
H -5.69615 2.15493 4.46037
H -4.32183 3.21832 4.16638
H -4.81106 0.51240 2.80805
H -3.66010 0.79879 4.09078
H -2.46959 0.74985 1.99236
H -2.37413 2.35422 2.67703
H -2.73049 2.45343 0.25877
H -4.05007 3.21663 1.11226
H -4.92133 1.90658 -0.73321
H -5.47403 1.19886 0.76476
H -3.11224 0.17142 -0.89413
H -4.71268 -0.56699 -0.82060
H -3.68840 -0.56218 0.60796
C -7.65806 -4.41506 0.18612
C -6.43882 -3.92612 0.96149
C -5.54168 -2.95983 0.19514
C -4.91676 -3.52016 -1.08187
C -4.10634 -4.80458 -0.91254
C -2.89996 -4.65704 0.00962
H -7.37272 -4.97741 -0.70436
H -8.27382 -5.07049 0.80204
H -8.27985 -3.57530 -0.13089
H -5.85080 -4.78810 1.29059
H -6.77104 -3.42042 1.87198
H -4.74989 -2.61678 0.86957
H -6.11674 -2.06665 -0.06752
H -4.27241 -2.74433 -1.51298
H -5.70083 -3.70422 -1.82218
H -3.76420 -5.11624 -1.90176
H -4.75084 -5.60927 -0.54986
H -2.22852 -3.87256 -0.35161
H -2.33002 -5.58546 0.06192
H -3.19913 -4.40006 1.02721
C -4.11852 -4.20542 4.30625
C -4.21610 -2.70577 4.04232
C -2.91239 -2.08472 3.54269
C -1.73892 -2.17512 4.51872
C -1.99726 -1.54023 5.88376
C -2.28502 -0.04308 5.81279
H -3.39783 -4.43223 5.09302
H -5.08154 -4.60993 4.61920
H -3.81110 -4.73993 3.40408
H -4.55544 -2.19510 4.94729
H -4.98658 -2.52853 3.28670
H -3.09518 -1.03565 3.28741
H -2.62387 -2.57458 2.60575
H -0.86944 -1.69086 4.06179
H -1.45892 -3.22248 4.65930
H -1.11930 -1.70486 6.51294
H -2.82644 -2.04826 6.38278
H -1.45515 0.49035 5.34350
H -2.42816 0.37509 6.80944
H -3.18866 0.16774 5.23817
```

No. 3
# C20H19N3OSeSiSn

C20H19N3OSeSiSn as an isolated structure (ωB97M-V with the def2-TZVPD basis set, the OMol25 dataset).

ΔE to the lowest compared entry with this formula, charge and spin = 33.10 kJ/mol
E_tot = -3917.5520 Eh
Molar mass = 543.1 u
Total charge = +2
Highest occupied orbital energy = -14.4 eV
HOMO-LUMO gap = 6.1251 eV
Maximum force = 1.9 eV/Å

```
46
C20H19N3OSeSiSn ωB97M-V with the def2-TZVPD basis set
Sn 0.36325 0.91624 0.25137
O -2.91238 2.15804 1.66170
C -1.98726 1.70545 1.21234
C -2.14561 0.73977 -2.47773
Si -0.40007 1.16413 -2.89717
C 0.40619 -0.46052 -3.22917
C 0.05884 2.39841 -4.23951
C 0.50749 2.08703 -1.41128
H -2.67403 0.25389 -3.33861
H -2.67985 1.66761 -2.24861
H -2.18234 0.03941 -1.63574
H 0.04787 -0.75439 -4.22223
H 0.17506 -1.29973 -2.55543
H 1.46942 -0.48130 -3.35131
H -0.34624 2.06652 -5.20477
H 1.14442 2.40339 -4.31433
H -0.27836 3.39599 -4.01129
H 0.18445 3.09171 -1.16232
H 1.62092 2.09616 -1.62105
Se 1.60100 0.15618 3.44877
N 1.02037 1.41303 2.14373
C 1.15630 2.64078 2.69520
C 0.71336 3.84287 2.13871
C 1.07692 4.98943 2.77013
C 1.82142 5.04415 3.98172
C 2.19531 3.89694 4.64148
C 1.84614 2.63939 4.01354
N 2.08486 1.45642 4.51471
H 0.23139 3.75620 1.18425
H 0.83831 5.90736 2.31167
H 2.06641 6.02005 4.40705
H 2.71854 3.89219 5.58688
N -1.37787 -8.64942 -0.72897
C -1.20099 -7.55447 -0.45131
C -1.01663 -6.20300 -0.12033
C -1.17332 -5.30992 -1.16961
C -0.88975 -3.97035 -0.95043
C -0.47996 -3.60857 0.35484
C -0.29516 -4.54262 1.39820
C -0.55783 -5.87766 1.16000
C -0.11763 -2.25934 0.54360
C 0.22911 -1.08770 0.52901
H -1.43940 -5.68368 -2.14347
H -0.95693 -3.28056 -1.76013
H 0.04456 -4.17992 2.34966
H -0.51028 -6.63560 1.94622
```

No. 4
# C18H40BrN17O8

A 8-piece molecular cluster, C18H40BrN17O8 overall (ωB97M-V with the def2-TZVPD basis set, the OMol25 dataset).

E_tot = -4816.5919 Eh
Molar mass = 702.5 u
SMILES = [H]/N=C/C[C@]1(Br)CC(=O)N[C@H]1c1cccnc1.NC(N)=O.NC(N)=O.NC(N)=O.NC(N)=O.NC(N)=O.NC(N)=O.NC(N)=O
Highest occupied orbital energy = -8.3 eV
HOMO-LUMO gap = 8.5119 eV
Maximum force = 8.5 eV/Å

```
84
C18H40BrN17O8 ωB97M-V with the def2-TZVPD basis set
H 1.61365 -3.21934 1.24803
N 2.30358 -2.46801 1.54935
C 2.48192 -1.69663 0.42650
C 3.49310 -0.37256 0.50761
C 2.70856 1.05103 0.20711
Br 2.53205 1.26352 -1.77726
C 3.73559 2.28219 0.67475
C 2.77573 3.43432 1.41467
O 3.13758 4.47808 2.17996
N 1.37847 2.97268 0.98905
C 1.43162 1.46926 1.14846
C 0.05380 0.58134 1.11780
C -1.03549 0.67119 -0.14964
C -2.31539 -0.35607 0.10363
C -2.54904 -1.30046 1.40700
N -1.53619 -1.32947 2.50003
C -0.34320 -0.45732 2.30740
H 1.87712 -1.96920 -0.53858
H 4.36655 -0.59144 -0.27390
H 3.95236 -0.41576 1.60788
H 4.24638 2.92029 -0.17937
H 4.63660 1.90780 1.36034
H 0.56867 3.48535 1.40400
H 1.77916 1.33240 2.27614
H -0.88990 1.34716 -1.09295
H -3.16284 -0.37385 -0.73052
H -3.50416 -2.00852 1.51456
H 0.47125 -0.52895 3.18039
N -6.75756 -2.21211 1.21278
C -5.95416 -2.78496 0.29837
N -6.41655 -3.94412 -0.20379
O -4.89167 -2.29284 -0.04755
H -7.63588 -2.60204 1.51042
H -6.44652 -1.33789 1.61593
H -5.84214 -4.40820 -0.89522
H -7.28879 -4.36499 0.06861
N 6.04627 -2.24394 -3.01290
C 5.78347 -3.02239 -1.94768
N 6.87268 -3.43346 -1.27368
O 4.64864 -3.33081 -1.61940
H 6.97375 -1.97924 -3.29890
H 5.25407 -1.91293 -3.54806
H 6.71913 -4.02148 -0.46495
H 7.81493 -3.19002 -1.52866
N -4.12764 2.83341 0.92868
C -3.15512 3.65382 1.36558
N -3.53492 4.93413 1.52737
O -2.02004 3.26777 1.59639
H -5.06802 3.13265 0.73318
H -3.88360 1.86092 0.79354
H -2.83301 5.58487 1.85487
H -4.46472 5.27089 1.34251
N -1.45373 6.14976 -2.72759
C -1.71653 5.37132 -1.66236
N -0.62732 4.96025 -0.98837
O -2.85136 5.06290 -1.33408
H -0.52625 6.41446 -3.01358
H -2.24593 6.48078 -3.26275
H -0.78087 4.37223 -0.17964
H 0.31493 5.20369 -1.24335
N 3.81071 -5.09680 -4.15363
C 4.61412 -5.66964 -5.06804
N 4.15172 -6.82880 -5.57020
O 5.67661 -5.17753 -5.41396
H 2.93240 -5.48672 -3.85599
H 4.12175 -4.22257 -3.75048
H 4.72613 -7.29289 -6.26162
H 3.27949 -7.24967 -5.29780
N -7.13678 7.88628 3.91082
C -6.03966 7.24728 3.46613
N -4.93189 7.46352 4.19805
O -6.04862 6.52953 2.47847
H -7.14911 8.48135 4.72188
H -7.99237 7.75052 3.38825
H -4.08379 7.00111 3.89753
H -4.90485 8.05109 5.01423
N 1.73917 -6.15847 0.76206
C 2.48258 -7.12214 0.18898
N 3.57779 -6.67601 -0.45219
O 2.18720 -8.30545 0.24608
H 1.96605 -5.17904 0.72588
H 0.90571 -6.45164 1.25496
H 4.16508 -7.36898 -0.89748
H 3.83748 -5.70578 -0.51008
```